Record 1
This record from the OMol25 dataset describes a structure of composition C26H44BrCl2N7O4PSTi in a non-equilibrium geometry. The level of theory is the ωB97M-V functional and the def2-TZVPD basis.

Geometry as XYZ:
```
87
C26H44BrCl2N7O4PSTi, DFT the ωB97M-V functional and the def2-TZVPD basis
C -0.2086 5.9162 1.1721
H 1.8846 -1.4650 2.6285
H 1.1889 -2.3128 4.0126
H 0.0946 -6.4120 1.3872
C 0.3518 -2.2474 -2.8738
H -5.6863 0.1342 4.4572
H -0.3410 6.2223 0.1377
N -0.4682 4.4596 1.3116
C 0.2573 -5.3581 1.1728
H -0.9223 6.4496 1.7906
C -1.7960 -2.6433 -0.4728
H 1.2417 -2.3152 -3.5040
C 2.1213 1.9121 -2.6206
C -2.5742 1.3165 -2.7334
O 0.0386 2.3631 0.6182
C 3.0834 1.3700 1.6962
H -1.8091 -0.3890 -4.7438
H 2.9199 -0.1084 -4.4141
H 0.7981 6.1534 1.5074
H 2.0021 1.1904 -5.1874
H 2.1580 -0.8813 -0.4523
O 0.0876 -1.3013 1.0009
H -1.1844 -5.1466 -0.4206
H 0.7840 4.0608 -0.2340
C -3.6855 0.2788 5.2346
N 0.7384 -3.1690 2.1393
N 1.4283 0.7457 -3.1912
C -4.6335 0.2297 4.2228
N -1.1714 1.4673 -3.1717
C 0.1492 3.6341 0.5377
H -0.6395 -1.5928 -5.3051
H -0.2254 -3.1620 -3.0023
C 4.1770 -0.4824 0.0296
H -2.0178 -2.0838 -4.3105
H -1.8646 -4.9589 1.1906
H -3.1835 0.8871 -3.5310
C -4.2440 0.3034 2.8946
H 1.8506 2.8361 -3.1376
C -2.8970 0.4255 2.5472
O 6.3449 0.2140 0.8272
C 4.4506 1.2477 1.6653
H 3.1949 1.7648 -2.7294
N 2.2422 0.6159 0.9683
H 4.5646 -1.2251 -0.6579
C 2.8300 -0.2865 0.1469
C 1.9292 0.3325 -4.5175
H 1.9000 2.0064 -1.5616
H -1.6178 1.9213 -5.1979
C -1.9936 0.4671 3.5970
H -1.3121 3.3190 -4.1578
H -2.6472 0.6759 -1.8556
C 0.5849 -4.6063 2.4398
H -2.7819 -2.5956 -0.0133
C 5.0239 0.2989 0.8211
H -2.9786 2.2949 -2.4776
C -2.3377 0.4004 4.9283
H -2.1725 4.7089 2.4933
P -0.0774 0.3750 -2.7300
C 1.6428 -2.4330 3.0296
H 0.0349 2.3200 -4.7021
H -1.4792 -1.6429 -0.7328
H 1.5157 -4.9458 2.8858
O -0.0163 0.3615 -1.1547
H -0.8087 3.9451 3.3312
N -0.8398 -3.2857 0.4361
H 5.0807 1.8770 2.2788
H -3.9963 0.2243 6.2695
H 1.0902 -5.2828 0.4700
C -1.2805 -1.2987 -4.4721
C -0.9881 -4.7523 0.5740
H 2.5595 -3.0077 3.1395
C -1.0019 2.2990 -4.3796
Cl -5.4414 0.2416 1.6578
H -1.8611 -3.2430 -1.3785
H -1.5834 0.4378 5.7055
C 0.0062 -2.6002 1.1870
H 1.2707 -0.4041 -4.9741
Cl -0.2808 0.6240 3.1977
H 6.6859 -0.4578 0.2215
S -2.4317 0.5729 0.8578
H -1.7621 3.0216 2.1417
Br 2.4137 2.7018 2.8512
C -1.3605 3.9951 2.3926
Ti -0.0726 0.4952 0.6813
H -0.2048 -4.7319 3.1836
N -0.4925 -1.1025 -3.2394
H 0.6519 -2.1843 -1.8306
```

Values from the calculation:
Frontier orbital gap (eV): 6.6
E (eV): -184606.9152
Net charge: +3
Multiplicity: 1
Energy above the lowest of the compared OMol25 structures with the same formula, charge and spin (kcal per mole): 13.45

Record 2
This record from the OMol25 dataset describes a structure of composition C26H44N7OW in a non-equilibrium geometry. The level of theory is the ωB97M-V functional and the def2-TZVPD basis.

Geometry as XYZ:
```
79
C26H44N7OW, DFT the ωB97M-V functional and the def2-TZVPD basis
H 2.4135 2.0326 -1.1473
H 1.6561 -1.1052 -2.9957
H -2.7992 -0.2217 0.2442
H -3.3927 -2.4850 -1.4033
H -0.2182 -0.8419 3.4622
C 0.5073 -1.5060 2.9944
W -0.1688 -0.2469 -0.4971
N 0.1414 2.7991 -0.1205
H -1.1924 1.4819 3.8771
H 0.4325 2.4172 -2.5996
H 0.9564 0.6272 1.8757
C 1.6810 1.8972 3.7375
C 1.0799 -2.2419 0.6143
H -0.8537 -0.1437 -3.1228
C 1.6507 0.9554 -3.5892
H 3.2979 2.0763 1.1215
N 1.2494 1.4970 1.4227
H 1.6397 0.5774 -4.6113
C -3.1208 -2.5152 -0.3551
C -1.6526 -2.2888 -0.0994
H -0.4260 -2.7625 -3.2151
H -1.7362 2.4323 -2.1333
C -1.0969 -3.1333 -2.4422
C -2.9489 0.7995 -1.4745
H -0.5538 3.8270 2.0218
C 0.3104 1.5208 0.2512
C 1.1558 2.5710 2.5420
C 2.1595 -0.1813 -2.7143
C 2.6543 1.2375 0.8577
C -1.9608 1.4087 -2.4364
H -0.3476 3.0215 -0.9693
H 0.5834 3.5922 0.3277
N -2.2916 0.5550 -0.1659
C -0.7136 -2.6288 -1.0744
N 1.9293 -0.0158 -1.2486
H 2.7897 -1.8670 1.9077
H 3.7814 0.9700 -0.9069
N -0.6737 0.6402 -2.4945
H -2.4045 1.4821 -3.4307
H -3.2081 -2.2990 2.0568
H 3.0487 0.3507 1.3495
H 1.3863 -3.2617 -2.6534
H -1.0514 -4.2248 -2.4732
C -1.4218 2.1337 3.0328
C 0.6643 -2.6276 -0.6938
H 1.7342 -4.3365 -1.3235
H 3.2352 -2.2469 0.2469
H -3.2949 -0.1598 -1.8564
H 2.3650 1.7798 -3.5928
H -3.8240 1.4465 -1.3792
C -2.2831 -1.8017 2.3252
C -0.2850 3.1286 2.8097
C 2.7225 1.1058 -0.6686
H -2.3239 2.6958 3.2835
H -0.2031 3.7290 3.7190
C 0.1065 -1.8349 1.5822
H -0.1954 1.8869 -4.1416
C -2.4719 1.6354 0.8520
H -3.3708 -3.5199 0.0018
C -1.2454 -1.8966 1.2305
H -1.9089 -2.3104 3.2132
H -2.1941 2.6055 0.4411
C 2.5093 -2.4472 1.0346
H -2.1056 -2.8524 -2.7261
C 1.9942 3.7142 2.1589
H -3.5188 1.6768 1.1652
H -2.5092 -0.7763 2.6129
H 2.6824 -2.8919 -1.5246
H 3.2266 -0.3186 -2.9051
H 0.5421 -2.4173 3.5992
H 1.4953 -1.0574 3.0786
H -3.7851 -1.8486 0.1947
N 2.6271 4.5823 1.7544
N 2.0392 1.2616 4.6233
C 0.2811 1.5398 -3.2234
H 2.6556 -3.4959 1.3115
H 2.3411 -0.8578 -0.8489
C 1.6700 -3.2805 -1.6072
O -1.6443 1.2573 1.9297
```

Values from the calculation:
Frontier orbital gap (alpha / beta) (eV): 7.1 / 7.1
E (eV): -41951.3899
Net charge: +3
Multiplicity: 1
Energy above the lowest of the compared OMol25 structures with the same formula, charge and spin (kcal per mole): 75.40

Record 3
This record from the OMol25 dataset describes a structure of composition C26H45FeO18 in a non-equilibrium geometry. The level of theory is the ωB97M-V functional and the def2-TZVPD basis.

Geometry as XYZ:
```
90
C26H45FeO18, DFT the ωB97M-V functional and the def2-TZVPD basis
C -13.0086 34.0738 -23.3529
C -11.4616 39.9917 -23.2852
H -12.6718 40.3830 -21.6148
H -8.8022 32.1169 -23.7985
C -13.7080 32.0551 -28.1579
C -11.8105 40.8667 -22.0756
C -15.6649 35.2044 -17.8640
O -8.3917 33.9713 -23.3794
H -12.3868 29.7609 -25.1174
O -10.6037 30.6777 -28.5525
C -7.4125 31.5357 -20.9732
C -7.3668 32.2271 -22.2801
H -13.8616 34.4101 -18.1286
O -16.0338 34.5880 -16.6236
H -12.6064 33.8358 -28.9269
H -15.8300 35.0064 -22.3825
C -8.7350 32.6890 -22.8732
H -9.0092 33.3894 -18.9653
H -15.7759 33.6914 -20.3135
C -12.2419 27.3939 -23.7596
H -19.6194 36.1840 -23.6695
O -6.7690 33.4908 -21.9452
C -14.1417 32.8002 -26.9354
O -12.4928 28.6048 -23.3536
H -18.4644 35.7082 -24.9301
O -18.2239 33.9802 -22.3952
H -12.3983 35.4878 -25.1272
H -7.7758 30.5121 -20.8818
O -11.4448 35.2688 -20.2922
H -14.5743 34.9933 -20.3858
H -10.4338 28.7606 -25.6924
O -11.2599 35.8394 -23.4592
O -6.9904 35.6500 -23.0557
C -13.0600 32.9266 -29.3214
H -11.3105 34.2914 -24.7289
H -12.2465 40.2155 -24.0077
H -14.4780 31.4956 -28.6891
H -14.0394 33.3560 -20.3346
C -11.6688 31.1849 -28.6973
C -10.8229 34.1076 -19.6951
C -10.6164 28.6685 -24.6218
O -12.9254 26.5494 -23.2918
O -19.5330 34.1892 -24.1145
C -11.8052 29.4496 -24.2496
H -13.9074 33.0669 -29.9925
H -10.8880 30.4346 -22.5761
O -11.1006 27.3260 -24.3893
H -18.0522 36.0740 -22.1268
C -15.9167 33.2444 -16.7131
C -17.8570 35.2810 -22.8487
H -6.8189 31.7107 -23.0683
H -8.0231 32.1834 -20.3441
H -10.9584 40.9433 -21.4001
C -18.8560 35.4562 -23.9446
C -16.3738 35.3059 -23.2784
O -12.0963 31.9802 -29.7188
Fe -11.4281 36.9081 -21.6183
H -9.7063 28.9011 -24.0688
C -19.1117 33.3980 -23.1300
H -14.3636 31.9604 -26.2769
H -8.6853 34.0642 -20.5271
C -12.0159 34.9692 -24.2480
H -16.4468 35.4379 -18.5865
H -8.9287 35.0371 -19.1341
H -11.9293 41.9052 -22.3845
H -6.4441 31.3874 -20.4954
H -13.6213 34.7383 -22.7437
H -13.2526 33.3173 -26.5746
H -11.2207 34.0028 -18.6857
O -15.1932 32.9656 -17.8085
O -12.7175 31.0865 -27.7184
H -13.7568 33.5188 -23.9187
C -14.8063 34.0245 -19.9434
C -7.3888 34.5085 -22.7758
H -10.6939 40.4778 -23.8871
H -12.4237 33.4523 -22.6749
O -16.1802 32.3689 -15.8672
O -11.2624 38.6868 -22.9169
C -9.3316 34.1689 -19.6556
H -15.1653 36.1608 -17.7094
O -19.5520 32.2681 -22.8820
H -16.1932 34.5202 -24.0121
H -11.0856 33.1833 -20.2097
H -9.6237 32.5706 -22.2532
H -16.1820 36.2889 -23.7086
C -11.4136 30.7115 -23.4900
H -14.8876 33.5595 -27.1703
C -14.8582 34.1665 -18.4967
H -10.8624 31.2977 -24.2253
H -12.2933 31.2806 -23.1896
```

Values from the calculation:
Frontier orbital gap (alpha / beta) (eV): 7.6 / 4.2
Expectation value of S²: 12.02
E (eV): -98918.2985
Net charge: +1
Multiplicity: 7